Here is a structure of composition C45H98FInNO14 from the OMol25 dataset. Energies are from ωB97M-V/def2-TZVPD.

Structure (XYZ):
```
160
Properties=species:S:1:pos:R:3:forces:R:3
C -2.8260 4.1305 -2.2016 0.01 -0.84 0.13
C -1.8468 2.9449 -2.3150 0.06 0.72 0.14
C -0.5688 3.3471 -3.0392 0.04 -0.29 -0.06
C 0.5791 2.3683 -2.8195 0.15 0.34 0.31
C 1.2744 2.6102 -1.4794 0.20 -0.03 -0.21
C 2.3505 1.5703 -1.1841 -0.48 -0.24 -0.62
C 1.8482 0.2059 -0.7273 0.41 0.12 0.76
C 1.2142 0.1746 0.6745 -0.29 -0.18 -0.79
C -0.2938 0.4331 0.6758 -0.20 -0.07 0.60
C -0.7879 1.1100 1.9660 0.27 0.38 -0.63
C -0.6372 2.6317 1.9558 -0.24 0.07 0.78
C -0.5325 3.2466 3.3630 0.54 -0.17 -0.48
C 0.0394 4.6654 3.3673 -0.94 -0.06 0.76
C -0.0158 5.2953 4.7813 0.73 -0.32 -0.51
In 1.5214 6.8303 5.2325 -0.44 0.50 0.10
C 0.8241 7.9727 7.0416 -0.06 -0.47 -0.55
C -0.6799 8.0312 6.9776 0.22 0.04 -0.02
O -1.2518 9.0889 7.7660 -0.40 -0.20 0.16
C 1.8195 8.3494 3.6174 0.00 0.30 0.01
C 2.2666 9.6805 4.1284 0.43 0.02 0.49
C 1.5613 10.9265 3.6263 0.27 -0.35 0.33
N 3.2141 9.8830 4.9682 -0.31 -0.08 -0.40
C 3.5412 5.8813 5.6640 0.13 -0.70 -0.04
C 4.5696 6.2278 4.7208 1.36 2.02 0.13
O 5.3643 7.1609 4.7038 -1.52 -1.95 -0.11
F 4.5843 5.3509 3.6495 0.09 0.15 -0.08
H -2.6518 4.8503 -2.9914 -0.07 0.25 -0.12
H -2.7145 4.5927 -1.2276 0.11 0.38 0.03
H -3.8518 3.7790 -2.2533 -0.23 0.07 -0.10
H -2.3179 2.0835 -2.7785 -0.02 -0.14 -0.12
H -1.5622 2.6645 -1.3055 -0.07 -0.31 0.18
H -0.7455 3.4780 -4.1061 -0.20 0.01 -0.16
H -0.2769 4.3249 -2.6602 0.16 0.21 0.02
H 1.3407 2.4990 -3.5852 0.04 -0.07 -0.27
H 0.2228 1.3422 -2.8912 -0.11 -0.21 -0.03
H 1.7589 3.5832 -1.5428 -0.01 0.22 0.05
H 0.5423 2.6834 -0.6846 -0.07 0.00 0.24
H 2.8787 1.4132 -2.1270 0.25 0.02 -0.08
H 3.0872 1.9508 -0.4904 0.12 0.13 0.39
H 1.1758 -0.2338 -1.4601 -0.18 -0.06 -0.15
H 2.7176 -0.4453 -0.6789 0.18 -0.23 -0.21
H 1.3632 -0.8328 1.0555 0.12 -0.02 0.37
H 1.7364 0.8569 1.3390 0.13 0.18 0.14
H -0.5846 0.9943 -0.2067 -0.15 0.19 -0.09
H -0.8071 -0.5256 0.6127 -0.05 -0.21 -0.25
H -1.8366 0.8703 2.1222 -0.11 -0.16 0.25
H -0.1913 0.7243 2.7878 -0.09 -0.28 0.27
H 0.2599 2.9300 1.4206 0.15 0.01 -0.27
H -1.5136 3.0632 1.4717 0.09 0.18 -0.39
H 0.1431 2.6112 3.9391 0.00 -0.08 0.25
H -1.4951 3.2495 3.8675 -0.21 -0.08 0.11
H 1.0422 4.6454 2.9498 0.17 0.10 -0.19
H -0.6247 5.2547 2.7352 0.30 0.29 -0.41
H 0.1527 4.4907 5.5000 0.02 -0.08 0.23
H -1.0289 5.6467 4.9552 -0.14 0.20 0.15
H 1.2300 8.9811 6.9639 0.25 0.10 0.02
H 1.1449 7.4939 7.9621 0.15 0.16 0.26
H -1.0263 8.1503 5.9485 -0.11 0.11 -0.16
H -1.0984 7.0969 7.3440 -0.19 -0.12 0.06
H -0.5769 9.7627 7.8239 0.23 0.21 0.04
H 2.5753 8.0270 2.9001 0.12 -0.30 -0.02
H 0.9069 8.5037 3.0451 -0.17 -0.22 -0.11
H 0.9002 10.7231 2.7939 -0.13 0.06 -0.14
H 1.0076 11.3425 4.4616 -0.26 0.19 0.04
H 2.3305 11.6379 3.3535 0.02 0.27 -0.15
H 3.6197 8.9911 5.2550 0.08 -0.01 0.02
H 3.3637 4.8101 5.6022 -0.19 -0.10 0.00
H 3.8216 6.1278 6.6785 0.04 0.38 0.13
C -0.8851 -4.1557 -0.6485 -0.09 -0.11 -0.16
O -0.4999 -4.2432 -2.0055 0.32 -0.01 0.16
C -0.1898 -2.9996 -2.6102 -0.18 -0.13 -0.09
C 1.0764 -3.0598 -3.4368 -0.03 0.10 -0.10
O 2.2705 -3.2097 -2.6901 0.19 0.01 0.02
C 2.5712 -4.4514 -2.0729 -0.08 0.12 0.09
C 2.9151 -5.5823 -3.0174 -0.13 -0.22 0.05
O 1.7768 -6.0512 -3.7211 -0.01 0.36 -0.12
C 2.0186 -6.4233 -5.0583 -0.10 -0.12 0.08
H -1.9432 -3.8860 -0.5633 0.03 0.08 0.13
H -0.7378 -5.1379 -0.1998 -0.08 -0.02 -0.02
H -0.2729 -3.4337 -0.0990 -0.03 0.06 -0.01
H -0.0854 -2.2121 -1.8557 0.00 -0.03 0.05
H -1.0184 -2.7304 -3.2780 0.04 0.15 -0.01
H 1.1746 -2.0839 -3.9205 0.01 0.01 0.01
H 0.9999 -3.7980 -4.2369 -0.07 -0.18 0.13
H 1.7882 -4.7467 -1.3730 -0.13 -0.11 -0.11
H 3.4686 -4.2486 -1.4826 0.02 0.00 -0.01
H 3.3148 -6.4140 -2.4215 0.18 0.08 0.01
H 3.6911 -5.2448 -3.7127 -0.02 0.01 -0.04
H 2.7578 -5.7721 -5.5352 0.03 0.00 0.02
H 1.0798 -6.3283 -5.6051 -0.01 -0.05 0.04
H 2.3555 -7.4640 -5.1243 0.09 0.03 -0.06
C 4.3141 1.7792 4.3801 -0.24 0.14 0.10
O 4.0722 0.8685 3.3313 0.27 -0.26 0.05
C 4.8800 1.0865 2.1923 -0.15 -0.02 0.03
C 5.3982 -0.2101 1.6155 -0.03 -0.03 -0.24
O 6.3387 -0.9060 2.4175 0.10 -0.06 0.02
C 5.8869 -1.5588 3.5927 0.11 0.13 0.09
C 5.0017 -2.7640 3.3651 -0.25 0.01 0.12
O 3.7145 -2.3861 2.9067 0.19 0.14 -0.21
C 3.1408 -3.2423 1.9499 -0.14 0.01 0.13
H 3.7771 2.7167 4.2105 0.11 0.10 0.05
H 3.9534 1.3276 5.3044 -0.07 -0.01 -0.02
H 5.3822 1.9878 4.4920 0.01 0.04 -0.01
H 5.7210 1.7451 2.4307 0.02 -0.01 0.04
H 4.2729 1.5762 1.4247 0.07 0.13 -0.16
H 5.9427 0.0454 0.7024 0.04 0.00 0.02
H 4.5756 -0.8603 1.3184 -0.15 -0.01 0.13
H 5.4184 -0.8559 4.2829 -0.17 -0.02 -0.07
H 6.8020 -1.9197 4.0700 -0.01 -0.03 0.00
H 4.8835 -3.2884 4.3232 0.17 -0.09 -0.02
H 5.4895 -3.4396 2.6534 -0.04 0.00 -0.05
H 3.8911 -3.6437 1.2631 0.05 -0.05 -0.03
H 2.4254 -2.6590 1.3679 0.00 -0.03 0.05
H 2.6061 -4.0705 2.4297 0.05 -0.08 -0.06
C -2.2411 -8.0415 -0.2176 0.07 0.18 0.09
O -3.2663 -7.2116 0.2878 -0.14 -0.33 0.00
C -4.3191 -6.9684 -0.6297 0.12 0.18 0.08
C -5.6828 -7.0964 0.0143 -0.09 0.14 0.03
O -6.0533 -8.4103 0.3970 -0.08 -0.07 -0.03
C -5.4322 -9.0110 1.5226 0.07 -0.07 -0.10
C -5.7943 -8.4114 2.8638 0.21 0.07 0.15
O -5.2089 -7.1348 3.0453 -0.21 0.08 -0.32
C -6.0136 -6.2029 3.7333 0.16 0.01 0.07
H -1.5406 -7.4669 -0.8333 0.00 -0.10 -0.10
H -1.7008 -8.4577 0.6327 0.01 0.07 0.02
H -2.6481 -8.8720 -0.8031 0.00 0.01 -0.04
H -4.2584 -7.6528 -1.4818 0.02 -0.04 0.01
H -4.2160 -5.9422 -1.0060 -0.09 -0.03 -0.13
H -6.4146 -6.8122 -0.7466 0.00 -0.03 -0.01
H -5.7964 -6.3917 0.8393 0.18 -0.05 0.10
H -4.3500 -9.0655 1.3957 0.05 0.17 0.09
H -5.8089 -10.0371 1.5229 -0.01 0.00 0.01
H -5.4126 -9.0785 3.6486 -0.16 -0.13 -0.01
H -6.8849 -8.3570 2.9505 -0.02 0.04 0.00
H -7.0727 -6.3149 3.4804 -0.01 -0.03 0.01
H -5.6960 -5.2042 3.4334 0.05 -0.02 0.03
H -5.8869 -6.2966 4.8170 -0.10 -0.01 0.02
C -2.2766 -0.1329 -4.4425 0.18 -0.01 -0.09
O -2.0894 -0.8899 -5.6205 -0.26 0.14 -0.10
C -2.9333 -2.0225 -5.7347 0.22 0.00 0.04
C -3.5293 -2.1553 -7.1197 0.04 -0.12 -0.09
O -4.4790 -1.1629 -7.4684 -0.11 0.00 -0.04
C -4.0389 0.1571 -7.7497 -0.05 0.03 0.14
C -3.2522 0.3218 -9.0314 0.22 0.13 0.03
O -1.9556 -0.2408 -8.9312 -0.20 -0.33 0.06
C -1.4857 -0.8635 -10.1047 0.12 0.11 0.06
H -1.7374 -0.5811 -3.6019 -0.10 0.05 0.12
H -1.8739 0.8647 -4.6183 0.07 -0.06 -0.04
H -3.3369 -0.0331 -4.1888 -0.01 -0.04 0.02
H -3.7423 -1.9811 -4.9980 -0.01 0.05 0.02
H -2.3334 -2.9208 -5.5360 -0.14 -0.09 0.03
H -4.0913 -3.0932 -7.1287 -0.03 0.01 0.01
H -2.7491 -2.2481 -7.8768 0.11 0.17 0.06
H -3.5032 0.5852 -6.9014 0.18 -0.05 -0.05
H -4.9620 0.7295 -7.8698 0.00 0.00 -0.01
H -3.1451 1.3968 -9.2286 -0.18 0.02 -0.08
H -3.8113 -0.1319 -9.8571 0.02 -0.04 -0.01
H -2.2895 -1.3734 -10.6454 -0.02 0.03 -0.01
H -0.7464 -1.6096 -9.8119 0.03 0.05 0.02
H -1.0032 -0.1392 -10.7700 -0.06 -0.03 -0.09
```
Forces are in eV/Å.

Lowest unoccupied orbital energy ... 0.059 hartree
F_max ... 2.47 eV/A
Net charge ... -1

Here are the Löwdin charges for atoms 1 to 8, given in e:
1 C -0.093
2 C -0.250
3 C -0.227
4 C -0.210
5 C -0.205
6 C -0.194
7 C -0.195
8 C -0.182

---

Here is a cluster of 12 separate species, C46H101BN13O17 in total from the OMol25 dataset. Energies are from ωB97M-V/def2-TZVPD.

Structure (XYZ):
```
178
Properties=species:S:1:pos:R:3:forces:R:3
C 0.4805 3.5537 6.8985 0.18 0.85 0.02
C 1.1739 4.3934 5.7979 -0.15 -1.18 0.31
C 2.0846 3.4720 4.9306 -0.99 1.36 -0.04
C 1.6613 3.2848 3.4320 1.56 -1.40 1.54
C 1.5453 1.7658 3.2235 -0.52 -0.50 -0.08
C 0.1722 1.4449 3.8917 1.31 -0.25 -0.68
N -0.3761 0.1726 3.4157 -0.14 0.27 -0.62
C -1.5637 -0.1975 4.1971 -1.06 -1.27 -2.11
C -2.6393 -0.9647 3.4689 0.85 -0.09 0.49
O -1.6799 0.0584 5.3327 0.33 1.26 2.63
C 0.6063 -0.8925 3.6955 0.47 0.71 -3.79
C 1.5306 -1.4597 2.6261 -0.22 0.95 -0.14
O 0.7152 -1.3241 4.7614 0.01 -1.52 4.29
C -0.6494 2.7223 3.5771 -0.88 -0.16 2.33
C -2.0486 2.6299 2.9907 0.21 -0.24 -1.20
C -3.1196 2.6410 4.0434 -0.46 0.24 -1.33
O -2.9510 2.4897 5.1958 0.84 -0.05 2.54
O -4.3279 2.8540 3.5372 -0.43 0.18 -0.67
N 0.2980 3.7333 3.0241 -0.55 0.07 -1.36
B 0.3967 3.8981 1.4995 0.16 0.56 -1.27
O -0.1529 3.0746 0.5944 -0.05 -1.07 0.75
O 1.0586 4.9957 1.0823 0.26 -0.09 0.58
H -0.4042 3.0254 6.5447 0.07 -0.13 -0.05
H 0.1593 4.2297 7.6917 -0.12 -0.16 0.10
H 1.1868 2.8439 7.3244 -0.05 -0.07 0.10
H 1.7745 5.1674 6.2607 0.04 0.15 0.01
H 0.3784 4.8930 5.2375 0.22 0.17 -0.13
H 2.1534 2.5104 5.4248 -0.04 -0.16 -0.07
H 3.0835 3.8992 4.9393 0.11 -0.06 -0.19
H 2.4738 3.7411 2.8840 -0.50 0.24 -0.84
H 1.5542 1.3765 2.1992 -0.16 0.63 -0.23
H 2.3694 1.2279 3.6811 0.13 0.19 0.32
H 0.3153 1.3482 4.9701 -0.15 0.32 0.07
H -2.2242 -1.5747 2.6614 -0.42 0.62 -0.20
H -3.0404 -1.6513 4.2127 -0.24 0.03 0.05
H -3.4560 -0.2930 3.1487 0.65 -0.41 0.00
H 1.3326 -1.0953 1.6228 -0.03 -0.15 -0.08
H 1.5192 -2.5418 2.6958 -0.25 -0.14 -0.15
H 2.5360 -1.1693 2.9329 0.11 0.09 -0.14
H -0.8387 3.1109 4.5809 -0.02 0.05 -0.04
H -2.1718 1.7075 2.4128 -0.08 -0.04 -0.01
H -2.2916 3.4238 2.2824 0.17 0.12 0.00
H -4.9386 2.8780 4.2907 -0.09 -0.11 -0.09
H -0.0274 4.6614 3.3123 0.68 -0.02 0.53
H -0.3577 2.1997 0.9633 -0.24 0.08 -0.38
H 1.7007 4.6883 0.4134 0.04 0.18 -0.02
C 2.8889 3.4137 -1.2221 0.11 -0.01 -0.03
O 2.9970 3.1551 -0.0205 -0.41 0.37 -0.02
N 3.1270 2.5573 -2.2060 -0.05 0.06 -0.06
C 2.9918 2.9265 -3.6020 0.05 -0.17 0.07
C 3.5374 1.2003 -1.8708 0.04 -0.06 0.19
H 2.5795 4.4108 -1.5813 0.02 -0.01 -0.02
H 2.2460 2.2870 -4.0772 0.03 0.04 -0.08
H 3.9502 2.7956 -4.1072 -0.05 0.02 -0.07
H 2.6805 3.9655 -3.6950 0.01 0.00 0.05
H 2.7613 0.7316 -1.2630 0.06 -0.04 0.03
H 4.4592 1.2340 -1.2896 -0.02 -0.14 0.02
H 3.6960 0.6181 -2.7754 -0.01 0.09 0.06
C -4.0994 -0.2049 0.2520 -0.04 0.08 0.03
O -4.2978 -0.5467 1.4107 -0.37 0.17 -0.55
N -3.8851 -1.0384 -0.7667 0.10 0.17 -0.14
C -3.6546 -0.5640 -2.1225 -0.06 -0.37 0.25
C -3.8815 -2.4723 -0.5078 0.04 0.07 0.21
H -4.0781 0.8585 -0.0465 -0.02 -0.01 -0.02
H -4.4181 -0.9646 -2.7847 0.09 0.07 -0.13
H -2.6732 -0.9037 -2.4619 -0.03 0.06 -0.13
H -3.6870 0.5243 -2.1600 -0.02 -0.01 0.08
H -4.8480 -2.7704 -0.0985 0.03 -0.08 -0.02
H -3.1109 -2.7088 0.2269 -0.17 -0.08 -0.13
H -3.6931 -3.0143 -1.4317 -0.02 0.09 -0.04
C -1.6550 -3.9034 2.9237 0.12 -0.02 -0.02
O -1.9883 -3.4771 1.8238 0.20 -0.25 0.15
N -1.9935 -5.0915 3.4215 0.02 -0.04 0.09
C -1.5634 -5.5276 4.7374 -0.11 -0.12 -0.14
C -2.8205 -5.9789 2.6144 0.04 0.16 -0.20
H -1.0249 -3.3104 3.6083 -0.02 -0.06 0.06
H -0.9741 -6.4411 4.6447 0.01 0.01 0.10
H -2.4371 -5.7263 5.3602 0.07 -0.02 0.07
H -0.9558 -4.7601 5.2136 -0.01 0.03 -0.05
H -2.3102 -6.2007 1.6758 -0.05 -0.06 0.00
H -3.7673 -5.4881 2.3865 -0.01 -0.07 -0.02
H -3.0086 -6.9029 3.1542 0.05 0.04 0.06
C -4.7894 0.8343 -4.9604 -0.06 0.00 -0.03
O -4.7825 -0.3883 -4.9632 0.01 0.07 0.03
N -4.0361 1.6005 -5.7569 -0.02 0.18 -0.01
C -4.0879 3.0549 -5.7116 0.13 -0.58 -0.23
C -3.1408 0.9475 -6.7005 -0.18 -0.19 0.06
H -5.4398 1.4165 -4.2842 0.03 0.02 -0.02
H -4.3925 3.4354 -6.6881 0.00 0.14 0.07
H -3.1018 3.4434 -5.4658 -0.05 0.13 0.03
H -4.7957 3.3928 -4.9642 0.00 -0.05 0.03
H -3.7165 0.3116 -7.3757 0.09 -0.04 -0.03
H -2.4322 0.3188 -6.1586 0.03 -0.03 -0.09
H -2.6002 1.6960 -7.2752 -0.05 0.06 0.05
C -3.7795 6.7750 -4.9408 -0.19 0.05 0.12
O -4.1784 5.6302 -4.8091 0.21 0.34 -0.05
N -2.7548 7.1515 -5.7265 0.00 0.12 0.05
C -2.3358 8.5367 -5.8368 0.09 -0.23 -0.12
C -2.0471 6.1378 -6.4891 -0.20 -0.07 0.13
H -4.2474 7.6196 -4.4080 0.03 0.00 -0.02
H -2.4229 8.8655 -6.8739 0.03 0.11 0.04
H -1.2961 8.6328 -5.5177 -0.01 0.12 -0.02
H -2.9578 9.1731 -5.2112 -0.03 -0.05 0.01
H -2.7420 5.6296 -7.1588 0.09 -0.05 -0.03
H -1.6211 5.3981 -5.8092 0.04 -0.04 -0.08
H -1.2523 6.5980 -7.0707 -0.03 0.05 0.02
C 4.6819 0.0852 -5.4087 -0.07 -0.08 -0.03
O 4.6478 -0.4778 -4.3265 0.05 0.05 -0.13
N 5.8044 0.4369 -6.0545 -0.06 0.10 -0.10
C 5.7789 1.1046 -7.3430 0.20 -0.09 0.16
C 7.0878 0.1352 -5.4384 -0.17 -0.08 0.13
H 3.7627 0.3561 -5.9572 0.03 0.00 -0.02
H 6.2992 0.4944 -8.0830 -0.03 0.08 -0.08
H 6.2770 2.0728 -7.2646 -0.02 0.01 -0.12
H 4.7530 1.2597 -7.6713 -0.01 -0.04 0.05
H 7.1756 -0.9402 -5.2832 0.08 0.03 0.04
H 7.1542 0.6284 -4.4681 0.08 -0.05 0.01
H 7.8963 0.4787 -6.0784 -0.06 0.02 -0.05
C 6.5413 -0.7600 1.8024 0.04 0.03 -0.01
O 6.1810 -0.4206 0.6908 -0.05 0.15 -0.07
N 6.2530 -1.9542 2.3481 0.06 0.00 0.23
C 6.6967 -2.3384 3.6743 -0.16 -0.11 -0.23
C 5.4619 -2.8841 1.5573 0.08 0.18 0.04
H 7.1406 -0.1049 2.4589 -0.01 -0.05 0.00
H 7.3214 -3.2312 3.6090 0.01 0.01 0.13
H 5.8311 -2.5548 4.3042 0.09 -0.03 0.10
H 7.2740 -1.5361 4.1298 0.00 0.03 -0.05
H 5.9841 -3.0988 0.6256 -0.13 -0.05 -0.04
H 4.5035 -2.4207 1.3185 -0.03 -0.16 -0.12
H 5.2977 -3.8076 2.1055 0.00 0.03 0.03
C 0.0817 -4.8933 -0.3755 -0.08 -0.03 0.16
O 0.1082 -6.1101 -0.4049 0.05 0.06 -0.09
N 0.8272 -4.0831 -1.1564 -0.06 0.12 -0.01
C 0.7345 -2.6425 -1.0683 0.12 -0.19 -0.10
C 1.7487 -4.6778 -2.1070 -0.01 -0.26 0.15
H -0.5703 -4.3391 0.3136 -0.05 0.06 -0.01
H 0.4267 -2.2319 -2.0338 0.02 0.13 0.05
H 1.7101 -2.2261 -0.7991 -0.04 0.12 -0.03
H 0.0032 -2.3563 -0.3117 -0.03 -0.08 0.00
H 1.2022 -5.3125 -2.8062 0.07 0.00 -0.03
H 2.4637 -5.2980 -1.5628 0.06 -0.01 -0.12
H 2.2767 -3.9009 -2.6560 -0.04 0.05 0.05
C -1.8752 1.8391 10.9561 -0.03 0.09 0.07
O -1.8720 1.6451 12.1548 0.03 -0.08 -0.06
N -1.5827 0.9110 10.0219 -0.02 0.17 -0.12
C -1.6040 1.2083 8.6029 0.05 -0.31 0.22
C -1.2353 -0.4307 10.4574 -0.06 0.16 0.17
H -2.1259 2.8243 10.5227 0.01 -0.03 -0.04
H -2.3277 0.5638 8.1019 0.07 0.07 -0.18
H -0.6115 1.0282 8.1828 -0.08 0.01 -0.18
H -1.8798 2.2474 8.4321 -0.02 0.00 0.08
H -2.0604 -0.8564 11.0296 0.07 -0.08 0.02
H -0.3559 -0.3916 11.1016 -0.02 -0.10 0.02
H -1.0278 -1.0585 9.5938 -0.02 0.06 -0.04
C 5.1524 -6.6505 0.7309 -0.09 -0.08 0.07
O 4.2024 -5.8924 0.6515 0.10 0.13 -0.06
N 6.1814 -6.6919 -0.1360 0.09 -0.07 0.10
C 7.2840 -7.6223 0.0190 -0.07 0.19 -0.20
C 6.1839 -5.7756 -1.2646 -0.22 -0.03 0.13
H 5.2439 -7.3882 1.5463 0.03 0.00 -0.03
H 8.2202 -7.0695 0.1203 0.06 -0.11 0.01
H 7.3448 -8.2695 -0.8579 0.09 -0.06 0.06
H 7.1398 -8.2389 0.9036 -0.05 0.03 0.00
H 6.1641 -4.7470 -0.9046 0.00 0.03 -0.11
H 5.2950 -5.9424 -1.8743 0.04 0.08 -0.06
H 7.0742 -5.9327 -1.8682 0.01 -0.05 0.05
C -6.6246 -1.0735 -7.5558 0.10 0.01 0.20
O -5.8016 -1.3278 -8.4180 -0.10 0.08 -0.10
N -7.9541 -0.9801 -7.7653 -0.02 0.02 0.03
C -8.8800 -0.6728 -6.6944 -0.01 -0.05 -0.28
C -8.4690 -1.1958 -9.1070 0.23 -0.02 0.05
H -6.3341 -0.8939 -6.5089 -0.03 -0.06 -0.05
H -9.5970 -1.4888 -6.5809 -0.05 0.07 0.11
H -9.4211 0.2473 -6.9273 -0.07 -0.01 0.12
H -8.3438 -0.5405 -5.7564 0.06 -0.02 -0.04
H -8.2007 -2.1968 -9.4467 -0.04 0.03 -0.09
H -8.0256 -0.4714 -9.7914 -0.05 -0.06 -0.08
H -9.5510 -1.0871 -9.1121 0.01 0.01 0.07
```
Forces are in eV/Å.

Lowest unoccupied orbital energy ... -0.077 hartree
F_max ... 4.55 eV/A
Net charge ... +1

Here are the Löwdin charges for atoms 1 to 8, given in e:
1 C -0.095
2 C -0.198
3 C -0.097
4 C -0.180
5 C -0.046
6 C -0.197
7 N 0.059
8 C -0.476